Formula: C5H10
Source: the OMol25 dataset
Level of theory: ωB97M-V with the def2-TZVPD basis set

Orbital gap = 9.968 eV
Highest occupied orbital energy = -8.73 eV
E_LUMO = 0.046 Ha
SMILES = C/C=C/CC

Last column: Löwdin charge in e.
Cartesian coordinates (Å):
C1 0.007 -2.345 0.008  -0.1277
C2 -0.833 -1.068 0.192  -0.2944
C3 -0.177 0.077 -0.409  -0.1822
C4 0.391 1.024 0.328  -0.1625
C5 0.552 2.427 -0.179  -0.1104
H1 -0.319 -3.220 0.563  0.0529
H2 1.017 -2.285 0.491  0.0735
H3 0.259 -2.458 -1.124  0.1019
H4 -0.808 -0.810 1.318  0.1270
H5 -1.855 -1.253 -0.083  0.0998
H6 -0.315 0.036 -1.478  0.1109
H7 0.787 0.866 1.293  0.0918
H8 -0.257 2.995 0.163  0.0389
H9 0.550 2.438 -1.276  0.0817
H10 1.295 3.001 0.491  0.0986

***

Formula: C3H3ClN2S
Source: the OMol25 dataset
Level of theory: ωB97M-V with the def2-TZVPD basis set

Orbital gap (alpha / beta) = 6.249 / 6.250 eV
Highest occupied orbital energy (alpha / beta) = -7.66 / -7.66 eV
E_LUMO (alpha / beta) = -0.052 / -0.052 Ha

Last column: Löwdin charge in e.
Cartesian coordinates (Å):
C1 0.998 -0.642 1.372  -0.2728
C2 0.332 0.198 -0.557  -0.1269
C3 1.203 -0.788 -0.010  -0.1421
N1 0.654 -0.524 2.461  0.2109
N2 -0.026 1.029 -1.316  0.2379
S1 -2.528 -0.008 0.839  -0.1541
Cl1 -2.951 1.466 -0.501  -0.1127
H1 2.332 -0.618 -0.335  0.1978
H2 0.895 -1.688 -0.486  0.1355
H3 -0.909 1.574 -1.468  0.0266

***

Formula: C4H5KO3
Source: the OMol25 dataset
Level of theory: ωB97M-V with the def2-TZVPD basis set

Orbital gap = 6.866 eV
Highest occupied orbital energy = -16.46 eV
E_LUMO = -0.353 Ha
Net charge = +2

Last column: Löwdin charge in e.
Cartesian coordinates (Å):
O1 -0.472 0.076 0.649  0.0670
K1 2.344 -3.891 0.031  0.9899
O2 1.375 -1.055 0.093  0.1663
C1 0.840 -0.014 0.233  -0.4862
O3 1.349 1.227 0.118  0.0257
C2 2.639 1.459 -0.156  0.2671
C3 -1.831 0.889 -0.077  0.2303
C4 -1.582 -0.536 -0.002  -0.0635
H1 3.139 0.464 -0.197  0.0417
H2 -2.160 1.419 0.823  0.1667
H3 -1.500 1.383 -0.996  0.1639
H4 -2.801 -0.288 0.363  0.2696
H5 -1.338 -1.133 -0.883  0.1615

***

Formula: C20H30AgI2O15
Source: the OMol25 dataset
Level of theory: ωB97M-V with the def2-TZVPD basis set

Spin multiplicity = 2
Orbital gap (alpha / beta) = 7.321 / 4.730 eV
Highest occupied orbital energy (alpha / beta) = -6.96 / -6.48 eV
E_LUMO (alpha / beta) = 0.013 / -0.064 Ha

Last column: Mulliken spin population.
Cartesian coordinates (Å):
Ag1 -1.148 -1.336 1.018  0.1144
I1 -1.154 -1.943 3.936  0.5526
I2 -2.529 -3.398 -0.542  0.3076
C1 1.802 2.871 -2.216  -0.0001
C2 0.561 3.384 -1.369  0.0000
C3 -0.709 3.597 -2.167  -0.0001
O1 -1.683 2.858 -1.481  -0.0001
C4 -1.106 2.036 -0.637  -0.0027
O2 -1.685 1.202 0.093  -0.0094
O3 0.259 2.203 -0.655  0.0017
H1 1.586 1.952 -2.760  0.0001
H2 2.568 2.588 -1.494  0.0000
H3 2.263 3.576 -2.908  0.0000
H4 0.831 4.219 -0.722  0.0001
H5 -0.606 3.143 -3.153  0.0000
H6 -0.992 4.636 -2.335  0.0000
C5 3.573 -6.096 1.124  0.0000
C6 3.604 -4.639 1.584  -0.0003
C7 4.177 -3.613 0.530  0.0000
O4 3.140 -2.636 0.592  -0.0003
C8 2.012 -3.185 1.049  -0.0040
O5 0.951 -2.573 0.930  -0.0053
O6 2.280 -4.334 1.684  -0.0023
H7 3.184 -6.140 0.107  0.0000
H8 3.062 -6.824 1.753  0.0000
H9 4.626 -6.376 1.165  0.0000
H10 4.111 -4.486 2.537  0.0000
H11 4.221 -4.046 -0.469  0.0000
H12 5.180 -3.352 0.866  0.0000
C9 3.551 3.584 1.678  -0.0001
C10 3.551 2.037 2.001  -0.0001
C11 3.109 1.659 3.486  -0.0001
O7 2.004 0.778 3.264  0.0014
C12 1.626 0.788 1.957  0.0028
O8 0.608 0.212 1.545  -0.0046
O9 2.527 1.393 1.259  0.0006
H13 4.093 4.218 2.380  0.0000
H14 2.470 3.723 1.697  0.0000
H15 3.876 3.700 0.644  0.0000
H16 4.546 1.631 1.818  0.0000
H17 2.656 2.466 4.062  0.0001
H18 3.812 1.120 4.120  0.0000
C13 -0.375 0.956 -5.227  -0.0001
C14 -0.062 -0.388 -4.525  -0.0003
C15 1.432 -0.687 -4.264  0.0001
O10 1.370 -1.161 -2.971  -0.0002
C16 0.234 -0.715 -2.339  0.0125
O11 -0.003 -0.943 -1.185  0.0034
O12 -0.591 -0.211 -3.269  0.0003
H19 -1.462 1.018 -5.191  0.0000
H20 -0.076 0.973 -6.275  0.0000
H21 0.029 1.814 -4.689  0.0000
H22 -0.603 -1.244 -4.927  0.0003
H23 2.135 0.146 -4.239  0.0000
H24 1.866 -1.478 -4.876  0.0001
C17 -7.943 0.078 1.356  0.0000
C18 -6.746 0.652 2.087  -0.0003
C19 -6.348 -0.068 3.415  0.0004
O13 -4.951 -0.248 3.172  0.0014
C20 -4.622 -0.118 1.889  0.0060
O14 -3.512 -0.402 1.415  0.0249
O15 -5.665 0.376 1.238  -0.0003
H25 -8.926 0.409 1.692  0.0000
H26 -7.949 -1.012 1.334  0.0000
H27 -7.977 0.397 0.314  0.0000
H28 -6.758 1.735 2.217  0.0000
H29 -6.803 -1.043 3.588  0.0000
H30 -6.501 0.565 4.289  0.0000